Entry 1:
Below is a structure of composition C34H44N2OP2Si2Sn at a distorted geometry, with properties calculated with the ωB97M-V functional and the def2-TZVPD basis.

Values from the calculation:
* calculated total energy: -81154.0031 eV
* Kohn-Sham gap (spin up / spin down): 5.93 / 5.93 eV
* E_LUMO (spin up / spin down): -7.31 / -7.31 eV
* maximum force: 1.56 eV/A
* HOMO energy (spin up / spin down): -13.24 / -13.24 eV

ORCA input file:
```
! RIJCOSX wB97M-V def2-TZVPD def2/J DEFGRID3
* xyz 2 1
Sn -0.8692 1.2232 -0.3704
C 1.5828 5.2271 0.3038
Si 0.5868 3.8350 1.0527
C -1.2125 4.2208 0.7146
C 0.8139 3.6205 2.9029
N 0.9565 2.2873 0.1982
P 2.4014 1.5374 -0.0005
C 2.4117 0.8625 -1.6362
P 1.2833 -0.4532 -1.5905
N -0.1514 -0.0745 -2.1313
Si -1.2141 -0.1476 -3.5832
C -0.9601 1.4567 -4.4972
C -2.9589 -0.2557 -2.9356
C -0.7163 -1.6381 -4.5853
C 1.8954 -2.0942 -1.6745
C 3.2749 -2.3266 -1.5897
C 3.7464 -3.6237 -1.6653
C 2.8540 -4.6774 -1.8316
C 1.4852 -4.4456 -1.9097
C 0.9981 -3.1569 -1.8179
C 2.4338 1.6453 -2.8571
C 2.3557 3.0456 -2.8758
C 2.4886 3.7365 -4.0646
C 2.6976 3.0474 -5.2555
C 2.7634 1.6595 -5.2569
C 2.6272 0.9660 -4.0691
C 3.8685 2.5293 0.2667
C 4.0455 3.1979 1.4788
C 5.2206 3.8822 1.7288
C 6.2327 3.8947 0.7766
C 6.0731 3.2139 -0.4200
C 4.8947 2.5284 -0.6767
C 2.5744 0.0801 1.0405
C 3.8413 -0.4905 1.1805
C 4.0049 -1.6427 1.9283
C 2.9106 -2.2276 2.5555
C 1.6523 -1.6560 2.4419
C 1.4876 -0.5013 1.6915
H 1.4523 6.1135 0.9286
H 1.1899 5.4741 -0.6854
H 2.6515 5.0500 0.2130
H -1.3607 5.2628 1.0114
H -1.9361 3.6356 1.2865
H -1.4908 4.1784 -0.3431
H -0.1524 3.4219 3.3705
H 1.2192 4.5169 3.3732
H 1.4645 2.7859 3.1680
H -0.9876 2.3173 -3.8224
H -1.7642 1.5920 -5.2236
H -0.0139 1.4960 -5.0333
H -3.3575 0.7115 -2.6195
H -3.0510 -0.9492 -2.0968
H -3.6221 -0.6140 -3.7250
H 0.3659 -1.7428 -4.6783
H -1.1166 -1.5334 -5.5960
H -1.1128 -2.5658 -4.1712
H 3.9594 -1.4964 -1.4847
H 4.8091 -3.8153 -1.6121
H 3.2287 -5.6894 -1.9049
H 0.8020 -5.2738 -2.0365
H -0.0682 -2.9722 -1.8641
H 2.1744 3.5922 -1.9596
H 2.4271 4.8161 -4.0716
H 2.8116 3.5948 -6.1808
H 2.9319 1.1248 -6.1813
H 2.7095 -0.1168 -4.0680
H 3.2799 3.1811 2.2419
H 5.3534 4.4010 2.6675
H 7.1508 4.4307 0.9731
H 6.8658 3.2138 -1.1549
H 4.7858 1.9967 -1.6125
H 4.7017 -0.0340 0.7049
H 4.9879 -2.0802 2.0347
H 3.0450 -3.1199 3.1515
H 0.8050 -2.0927 2.9518
H 0.5015 -0.0423 1.6657
C -3.8215 -1.4289 2.3917
C -2.5340 -1.6960 1.6845
C -2.0238 -3.1064 1.6677
O -1.9204 -0.8020 1.1177
H -4.5922 -2.1083 2.0238
H -4.1315 -0.3959 2.2632
H -3.6973 -1.6563 3.4527
H -2.3853 -3.6829 2.5163
H -0.9356 -3.1139 1.6285
H -2.4033 -3.5861 0.7617
*
```

Here are the Löwdin charges for atoms 1 to 5, given in e: atom 1 (Sn): 1.3678, atom 2 (C): -0.1560, atom 3 (Si): 0.3501, atom 4 (C): -0.2347, atom 5 (C): -0.1630

Entry 2:
Below is a structure of composition C27H51LuN2O2P3 at a distorted geometry, with properties calculated with the ωB97M-V functional and the def2-TZVPD basis.

Values from the calculation:
* calculated total energy: -97363.4219 eV
* Kohn-Sham gap: 4.34 eV
* E_LUMO: -11.09 eV
* maximum force: 3.44 eV/A
* energy above the lowest of the compared OMol25 structures with the same formula, charge and spin: 23.86 kcal/mol
* HOMO energy: -15.43 eV

ORCA input file:
```
! RIJCOSX wB97M-V def2-TZVPD def2/J DEFGRID3
* xyz 3 1
Lu -0.3256 0.0691 -1.1415
P 1.8067 1.4269 0.7020
P -0.7572 2.9035 -1.7808
P 2.0970 -0.2540 -2.5276
H -0.8819 -4.6687 -0.7194
C 0.1880 -4.8950 -0.6721
C 0.9383 -4.5305 0.3803
H 0.5101 -4.0110 1.2453
C 1.2574 2.0498 2.3391
C 2.6816 2.9353 0.1125
C 3.2151 0.3741 1.2093
C -2.2074 2.7119 -2.8369
C -1.2236 4.1282 -0.5387
C 0.4936 3.6414 -2.8457
C 2.8295 -1.9051 -2.2080
C 3.6128 0.7748 -2.5967
C 1.7286 -0.3855 -4.3191
H 0.6168 -5.4494 -1.5130
H 2.0130 -4.7536 0.4151
H 1.2443 1.2356 3.0750
H 0.2417 2.4573 2.2741
H 1.9315 2.8413 2.6951
H 1.9672 3.7316 -0.1306
H 3.2876 2.7251 -0.7758
H 3.3396 3.2893 0.9176
H 2.8510 -0.3768 1.9217
H 3.9872 0.9890 1.6926
H 3.6483 -0.1441 0.3445
H -2.5233 3.7094 -3.2045
H -3.0410 2.2583 -2.2762
H -1.9672 2.0720 -3.7022
H -1.5988 5.0027 -1.0842
H -0.3586 4.4147 0.0786
H -2.0190 3.7284 0.1098
H 0.0215 4.4866 -3.3596
H 0.8274 2.9049 -3.5917
H 1.3557 3.9929 -2.2678
H 3.3057 -2.2740 -3.1269
H 2.0509 -2.6136 -1.8935
H 3.5828 -1.8366 -1.4119
H 4.2535 0.4112 -3.4134
H 4.1711 0.7220 -1.6533
H 3.3460 1.8199 -2.7998
H 2.5955 -0.8342 -4.8236
H 1.5406 0.6139 -4.7338
H 0.8429 -1.0102 -4.4926
C -1.5752 -1.9143 -3.3564
C -2.5306 -1.1150 -4.0396
C -2.8520 -1.4140 -5.3575
C -2.3413 -2.5663 -5.9629
C -1.4848 -3.4159 -5.2502
C -1.1390 -3.1250 -3.9304
O -1.0128 -1.4856 -2.2192
H 0.1015 2.0462 -0.8375
H -2.9450 -0.2411 -3.5300
H -3.5132 -0.7445 -5.9124
H -2.6154 -2.8089 -6.9897
H -1.0830 -4.3154 -5.7221
H -0.5041 -3.7873 -3.3373
C 1.0151 0.9047 6.2594
C 0.2482 -0.3944 6.1694
N -0.3701 -0.5988 4.8490
C -0.6280 -2.0198 4.5175
C -2.0089 -2.5329 4.8891
C -1.3398 0.3353 4.4850
O -1.6892 1.2559 5.2207
C -1.9171 0.2375 3.0978
C -3.1700 0.8106 2.8471
C -3.6288 0.8423 1.5361
C -2.8033 0.4100 0.5010
N -1.5315 -0.0451 0.7386
C -1.1279 -0.1980 2.0366
H 1.7580 0.9794 5.4592
H 1.5372 0.9263 7.2187
H 0.3307 1.7543 6.2132
H 0.9154 -1.2501 6.3231
H -0.5406 -0.4156 6.9393
H -0.4684 -2.1666 3.4420
H 0.1454 -2.5927 5.0423
H -2.7751 -2.1571 4.2034
H -2.0100 -3.6250 4.8252
H -2.2718 -2.2503 5.9143
H -3.7468 1.2075 3.6824
H -4.6201 1.2264 1.3030
H -3.1437 0.4021 -0.5426
H -0.1407 -0.6375 2.2027
*
```

Here are the Löwdin charges for atoms 1 to 5, given in e: atom 1 (Lu): 1.3867, atom 2 (P): 0.7686, atom 3 (P): 0.8051, atom 4 (P): 0.7146, atom 5 (H): 0.0550

Entry 3:
Below is a structure of composition C11H9AsBF6NO2PPdS5, with properties calculated with the ωB97M-V functional and the def2-TZVPD basis.

Values from the calculation:
* calculated total energy: -161916.8569 eV
* Kohn-Sham gap (spin up / spin down): 6.60 / 6.44 eV
* E_LUMO (spin up / spin down): 4.53 / 4.34 eV
* maximum force: 0.67 eV/A
* energy above the lowest of the compared OMol25 structures with the same formula, charge and spin: 29.15 kcal/mol
* expectation value of S²: 0.76
* HOMO energy (spin up / spin down): -2.07 / -2.09 eV

ORCA input file:
```
! RIJCOSX wB97M-V def2-TZVPD def2/J DEFGRID3
* xyz -2 2
Pd -0.5762 0.3306 0.3143
S -2.8415 2.7849 4.5212
As -1.3995 1.7683 3.3736
S -2.2999 0.3570 1.9524
S -0.6037 3.3056 1.9203
S 0.1901 0.8726 4.4948
O -0.2520 2.7218 -0.8184
B 0.2193 2.4205 0.4993
O 1.6428 2.2839 0.4311
C 1.9644 2.3465 -0.8841
C 3.1982 2.1853 -1.4751
C 3.2537 2.2880 -2.8661
C 2.1124 2.5301 -3.6203
C 0.8647 2.6878 -3.0148
C 0.8242 2.6017 -1.6430
H 4.0744 1.9719 -0.8781
H 4.2043 2.1564 -3.3691
H 2.1870 2.5760 -4.6996
H -0.0415 2.8366 -3.5854
F -2.2266 0.3319 -1.8071
P -1.6353 -0.9399 -2.6264
F -1.6722 -1.8217 -1.2546
F -0.1270 -0.4445 -2.2380
F -1.5806 -0.0599 -3.9806
F -3.1321 -1.4229 -2.9847
F -1.0158 -2.2087 -3.4171
S 1.4226 -0.7816 1.0916
C 0.4272 -2.0198 1.7410
N -0.1392 -1.8117 2.9494
C -1.0109 -2.6350 3.5372
C -1.3510 -3.8226 2.9481
C -0.7742 -4.1064 1.7011
C 0.1008 -3.2358 1.1064
H 0.0257 -0.8688 3.3978
H -1.4254 -2.2720 4.4671
H -2.0686 -4.4809 3.4128
H -1.0465 -5.0177 1.1818
H 0.5079 -3.4075 0.1212
*
```

Here are the natural (NBO) charges for atoms 1 to 5, given in e: atom 1 (Pd): 0.6161, atom 2 (S): -0.7580, atom 3 (As): 0.9851, atom 4 (S): -0.6740, atom 5 (S): -0.3687

Entry 4:
Below is a cluster of 9 separate species, C38H57N3O26P in total at a distorted geometry, with properties calculated with the ωB97M-V functional and the def2-TZVPD basis.

Values from the calculation:
* calculated total energy: -107303.9825 eV
* Kohn-Sham gap: 6.77 eV
* E_LUMO: -3.61 eV
* maximum force: 7.92 eV/A
* HOMO energy: -10.38 eV

ORCA input file:
```
! RIJCOSX wB97M-V def2-TZVPD def2/J DEFGRID3
* xyz 1 1
C 7.5848 0.0488 -1.6497
C 6.8719 -1.2456 -1.9158
C 6.1724 -2.1573 -0.7197
O 5.6992 -1.4837 0.3383
O 6.1178 -3.6215 -0.9083
C 4.8065 -4.1659 -0.4409
C 4.3709 -5.4864 -1.3181
C 4.0511 -5.1547 -2.9132
C 2.5395 -5.6855 -3.3818
C 1.4576 -4.8712 -2.4575
C 0.1843 -4.2368 -3.3362
N -0.0239 -2.8289 -2.7461
C 0.7544 -1.7169 -3.4325
N 0.3514 -0.5070 -2.5847
C -0.6147 -0.8903 -1.4479
P -1.2991 0.3310 -0.1488
N -0.6446 1.7901 -0.4780
C -0.8943 -2.5036 -1.5500
C -1.8003 -3.5062 -0.6199
C -2.2496 -2.8914 0.8318
H 7.0505 1.0981 -1.8174
H 8.6961 0.0538 -1.2795
H 6.8329 -1.6090 -3.0455
H 3.9953 -3.3024 -0.4494
H 4.9490 -4.4721 0.6877
H 5.2895 -6.2476 -1.2970
H 3.4527 -5.9835 -0.7567
H 4.1099 -3.9822 -3.0996
H 4.8123 -5.7502 -3.6000
H 2.4628 -5.4180 -4.5329
H 2.3812 -6.8327 -3.2115
H 2.0426 -3.9357 -2.0049
H 1.0005 -5.4807 -1.5692
H 0.4328 -4.1473 -4.4863
H -0.7970 -4.8436 -3.1075
H 1.4963 -1.7818 -4.3522
H 0.7521 0.4333 -2.8001
H -0.8907 -0.1198 1.1681
H -2.7376 0.3463 -0.2270
H -0.0677 2.1169 0.3399
H -1.1074 -4.4483 -0.3800
H -2.7564 -3.8606 -1.2297
H -3.1534 -2.1585 0.6493
H -2.5966 -3.7876 1.5018
H -1.3140 -2.3113 1.2890
C 3.8116 -1.8562 2.8268
C 3.9109 -2.7898 3.9894
O 2.5632 -2.9611 4.3852
C 1.7909 -2.6854 3.2937
O 0.5913 -2.8958 3.2280
O 2.5361 -2.1449 2.2858
H 4.5958 -2.0302 2.0849
H 3.8366 -0.8047 3.1315
H 4.3238 -3.7646 3.7088
H 4.5056 -2.3740 4.8074
C 1.9403 2.6675 4.5697
C 0.6553 1.9064 4.6188
O -0.1016 2.4776 3.5686
C 0.7886 3.0238 2.6894
O 0.4929 3.4505 1.5857
O 2.0521 3.0293 3.2060
H 2.7954 2.0614 4.8813
H 1.9101 3.5789 5.1758
H 0.7933 0.8392 4.4155
H 0.1395 2.0221 5.5761
C -4.3597 -4.4633 4.5466
C -5.6447 -5.2243 4.5958
O -6.4016 -4.6532 3.5455
C -5.5114 -4.1069 2.6663
O -5.8071 -3.6803 1.5626
O -4.2479 -4.1015 3.1829
H -3.5046 -5.0694 4.8582
H -4.3899 -3.5518 5.1528
H -5.5067 -6.2915 4.3925
H -6.1605 -5.1087 5.5530
C 7.7520 -4.8380 -7.2191
C 7.8892 -4.3268 -5.8217
O 6.5853 -3.8731 -5.5116
C 5.7249 -4.5516 -6.3259
O 4.5106 -4.5334 -6.2126
O 6.4005 -5.2533 -7.2822
H 8.4248 -5.6753 -7.4241
H 7.9171 -4.0568 -7.9684
H 8.1674 -5.1146 -5.1136
H 8.6123 -3.5100 -5.7465
C 0.6804 4.7662 -1.9533
C -0.2341 4.1341 -2.9519
O 0.1906 4.6920 -4.1809
C 1.4870 5.0847 -4.0117
O 2.2189 5.4521 -4.9156
O 1.8575 5.0116 -2.6999
H 0.8894 4.1085 -1.1052
H 0.2948 5.7198 -1.5779
H -0.1156 3.0463 -2.9975
H -1.2847 4.3695 -2.7614
C -4.0498 7.9163 -1.4647
C -3.1817 6.9096 -2.1473
O -2.1023 6.7469 -1.2470
C -2.5575 7.1092 -0.0120
O -1.9439 6.9327 1.0272
O -3.7887 7.6933 -0.0918
H -5.1106 7.7699 -1.6864
H -3.7726 8.9457 -1.7147
H -3.6829 5.9445 -2.2768
H -2.8259 7.2587 -3.1206
C -8.8498 0.2591 3.1353
C -7.9817 -0.7475 2.4527
O -6.9023 -0.9102 3.3530
C -7.3575 -0.5480 4.5880
O -6.7439 -0.7244 5.6272
O -8.5887 0.0362 4.5082
H -9.9106 0.1128 2.9136
H -8.5726 1.2886 2.8853
H -8.4829 -1.7126 2.3232
H -7.6259 -0.3984 1.4794
C -4.3372 9.5034 3.4239
C -3.7553 9.9160 2.1109
O -4.6510 10.9127 1.6567
C -5.2735 11.4198 2.7608
O -5.9845 12.4108 2.7564
O -4.9959 10.6739 3.8699
H -3.5711 9.1931 4.1398
H -5.0745 8.7004 3.3209
H -2.7584 10.3573 2.2155
H -3.7041 9.0871 1.3995
*
```

Here are the Löwdin charges for atoms 1 to 5, given in e: atom 1 (C): 0.0343, atom 2 (C): -0.0538, atom 3 (C): -0.2632, atom 4 (O): -0.0470, atom 5 (O): -0.1040

Entry 5:
Below is the molecule C6H12ClN at a distorted geometry, with properties calculated with the ωB97M-V functional and the def2-TZVPD basis.

Values from the calculation:
* calculated total energy: -20422.3738 eV
* Kohn-Sham gap (spin up / spin down): 7.06 / 7.07 eV
* E_LUMO (spin up / spin down): 0.84 / -2.59 eV
* maximum force: 8.44 eV/A
* energy above the lowest of the compared OMol25 structures with the same formula, charge and spin: 1.32 kcal/mol
* expectation value of S²: 2.01
* HOMO energy (spin up / spin down): -6.22 / -9.66 eV

ORCA input file:
```
! RIJCOSX wB97M-V def2-TZVPD def2/J DEFGRID3
* xyz 0 3
C -1.0623 -0.7481 -0.0841
C 0.2646 0.4649 -0.0468
C -0.5262 -2.1734 -0.2011
C 0.4822 0.5549 1.4884
C -0.1923 1.7484 -0.5955
C 1.5313 0.0447 -0.7817
N -2.4081 -0.8780 0.1132
Cl -3.3268 0.5813 0.2660
H 0.2468 -2.2291 -0.9746
H -1.4148 -2.8517 -0.1911
H -0.0685 -2.5002 0.7394
H 1.2074 1.3352 1.7984
H 0.9773 -0.4848 1.7774
H -0.4755 0.6718 1.8200
H -1.0558 2.1531 -0.2277
H -0.3198 1.8333 -1.6628
H 0.5242 2.5390 -0.4997
H 2.0153 -0.8660 -0.3978
H 2.2890 0.7954 -0.4711
H 1.3122 0.0092 -1.8690
*
```

Here are the natural (NBO) charges for atoms 1 to 5, given in e: atom 1 (C): 0.1469, atom 2 (C): 0.0056, atom 3 (C): -0.7043, atom 4 (C): -0.6102, atom 5 (C): -0.6475

Entry 6:
Below is a structure of composition C5H8Br2NS, with properties calculated with the ωB97M-V functional and the def2-TZVPD basis.

Values from the calculation:
* calculated total energy: -157715.8197 eV
* Kohn-Sham gap: 9.25 eV
* E_LUMO: -4.44 eV
* maximum force: 0.24 eV/A
* energy above the lowest of the compared OMol25 structures with the same formula, charge and spin: 0.00 kcal/mol
* HOMO energy: -13.70 eV

ORCA input file:
```
! RIJCOSX wB97M-V def2-TZVPD def2/J DEFGRID3
* xyz 1 1
C -0.8074 2.0994 -0.0959
C -0.1199 1.3281 -1.1773
Br -0.5195 1.9041 -2.9016
C 0.7718 0.3452 -1.0091
Br 1.7122 -0.5417 -2.3637
S 1.2789 -0.2316 0.5896
C -0.0647 -1.2327 1.2878
C -0.0740 -2.6342 0.6795
N -0.2078 -2.9298 -0.5322
H -1.8398 2.2984 -0.3779
H -0.8091 1.5941 0.8682
H -0.3126 3.0677 0.0168
H 1.0771 0.8913 1.3067
H -1.0254 -0.7347 1.1588
H 0.1768 -1.2745 2.3520
H 0.0354 -3.4403 1.4044
H -0.3179 -2.1293 -1.1577
*
```

Here are the natural (NBO) charges for atoms 1 to 5, given in e: atom 1 (C): -0.6783, atom 2 (C): -0.0322, atom 3 (Br): 0.2153, atom 4 (C): -0.4273, atom 5 (Br): 0.2121

Q: Among the records above, which one has the lowest maximum force?
A: C5H8Br2NS

Repeat the fifth record exactly.
Below is the molecule C6H12ClN at a distorted geometry, with properties calculated with the ωB97M-V functional and the def2-TZVPD basis.

Values from the calculation:
* calculated total energy: -20422.3738 eV
* Kohn-Sham gap (spin up / spin down): 7.06 / 7.07 eV
* E_LUMO (spin up / spin down): 0.84 / -2.59 eV
* maximum force: 8.44 eV/A
* energy above the lowest of the compared OMol25 structures with the same formula, charge and spin: 1.32 kcal/mol
* expectation value of S²: 2.01
* HOMO energy (spin up / spin down): -6.22 / -9.66 eV

ORCA input file:
```
! RIJCOSX wB97M-V def2-TZVPD def2/J DEFGRID3
* xyz 0 3
C -1.0623 -0.7481 -0.0841
C 0.2646 0.4649 -0.0468
C -0.5262 -2.1734 -0.2011
C 0.4822 0.5549 1.4884
C -0.1923 1.7484 -0.5955
C 1.5313 0.0447 -0.7817
N -2.4081 -0.8780 0.1132
Cl -3.3268 0.5813 0.2660
H 0.2468 -2.2291 -0.9746
H -1.4148 -2.8517 -0.1911
H -0.0685 -2.5002 0.7394
H 1.2074 1.3352 1.7984
H 0.9773 -0.4848 1.7774
H -0.4755 0.6718 1.8200
H -1.0558 2.1531 -0.2277
H -0.3198 1.8333 -1.6628
H 0.5242 2.5390 -0.4997
H 2.0153 -0.8660 -0.3978
H 2.2890 0.7954 -0.4711
H 1.3122 0.0092 -1.8690
*
```

Here are the natural (NBO) charges for atoms 1 to 5, given in e: atom 1 (C): 0.1469, atom 2 (C): 0.0056, atom 3 (C): -0.7043, atom 4 (C): -0.6102, atom 5 (C): -0.6475